# 1
DFT (ωB97M-V with the def2-TZVPD basis set) results for the ion C4H9N2 with charge +1.

Values from the calculation:
Structure (SMILES): C=N/C(C)=C/[NH3+]
ΔE to the lowest compared entry with this formula, charge and spin, kJ/mol: 267.7
Net charge: +1
Maximum force, eV/A: 4.2
HOMO-LUMO gap, eV: 10.00

Element x y z (Å)
C  0.56089  -0.14671  0.17238
C  2.64809  0.65664  -0.35633
C  -0.27090  0.91957  0.39102
C  -0.01953  -1.49112  -0.26085
N  1.89278  0.03178  0.42386
N  -1.71693  0.52885  0.46358
H  2.30801  1.04888  -1.23240
H  3.57477  0.87811  -0.00139
H  -0.18890  1.91709  0.60880
H  -0.07368  -1.37817  -1.29573
H  -0.96811  -1.81608  0.09806
H  0.73311  -2.22692  -0.05414
H  -1.78242  -0.40164  0.82923
H  -2.24784  0.46855  -0.41203
H  -2.16298  1.23526  1.05354

=====

# 2
DFT (ωB97M-V with the def2-TZVPD basis set) results for a cluster of 2 separate species, C4H9N2 in total.

Values from the calculation:
ΔE to the lowest compared entry with this formula, charge and spin, kJ/mol: 529.8
Net charge: +1
Maximum force, eV/A: 7.1
HOMO-LUMO gap, eV: 9.71

Element x y z (Å)
C  3.14723  0.77090  0.29600
C  0.10576  -0.42567  -0.54466
C  -2.07111  0.69574  0.37627
C  -1.28926  -0.04259  -0.78699
N  0.99491  0.38257  0.02327
N  3.72511  -0.27260  0.01404
H  0.56869  -1.19910  -1.05375
H  -1.61614  1.39316  0.94675
H  -2.61861  -0.11602  0.82857
H  -2.86912  1.19202  -0.09489
H  -1.13310  0.65813  -1.63244
H  -1.87580  -0.92345  -1.12069
H  0.54930  1.13525  0.56370
H  4.72958  -0.49141  -0.06292
H  3.32378  -1.32174  -0.09673

=====

# 3
DFT (ωB97M-V with the def2-TZVPD basis set) results for a cluster of 2 separate species, C4H9N2 in total.

Values from the calculation:
ΔE to the lowest compared entry with this formula, charge and spin, kJ/mol: 427.0
Net charge: +1
Maximum force, eV/A: 4.2
HOMO-LUMO gap, eV: 10.28

Element x y z (Å)
C  -2.61475  0.67102  0.47429
C  -2.99258  0.84185  -0.63849
C  1.75128  -0.01375  0.59745
C  0.44168  0.34629  0.02426
N  1.31694  -1.39461  0.61537
N  0.43594  0.29731  -1.31777
H  -2.48819  0.42149  1.50480
H  1.92847  0.20972  1.65589
H  2.65931  0.02855  0.12288
H  -0.53898  0.48448  0.52946
H  1.70686  -2.09191  -0.04201
H  -3.29175  1.48714  -1.42554
H  -0.50431  0.24227  -1.69038
H  0.95780  -1.72694  1.52336
H  1.23231  0.19709  -1.93356